[1]
The following is a DFT calculation (ωB97M-V with the def2-TZVPD basis set) of a structure of composition C49H116As6F36N4O3P.

LUMO level ... -0.32 eV
Total charge ... -1
HOMO energy ... -8.7 eV

CARTESIAN COORDINATES (ANGSTROEM)
1 As -20.4829 35.6876 -9.4646
2 As -9.3799 37.1327 -4.3046
3 As -24.8540 24.0939 -11.9233
4 As -17.1670 29.4767 -19.8348
5 As -11.7620 19.9401 -16.1748
6 As -13.8268 21.5442 -4.6951
7 P -10.3118 27.0277 1.3015
8 F -11.9205 20.2715 -14.4044
9 F -21.6747 34.5712 -10.1040
10 F -13.2884 19.0435 -16.3231
11 F -10.2318 20.9252 -16.2145
12 F -10.4750 38.1238 -3.2704
13 F -10.9352 18.4072 -15.8308
14 F -17.9935 28.2978 -18.7257
15 F -26.1401 24.8773 -12.9233
16 F -11.6151 19.6571 -17.9185
17 F -12.6905 21.4664 -16.5736
18 F -8.2269 36.1647 -5.2946
19 F -12.9980 20.2242 -3.7901
20 F -16.7727 28.1175 -20.9988
21 F -18.6812 29.6547 -20.6904
22 F -24.4195 25.7364 -11.3246
23 F -14.7218 22.8548 -5.6047
24 F -19.4058 34.4509 -8.6819
25 F -9.9702 38.0563 -5.7596
26 F -23.7732 24.2851 -13.3620
27 F -19.2540 36.9572 -9.0363
28 F -23.5525 23.3663 -10.9330
29 F -21.4040 35.9107 -7.9740
30 F -15.3612 20.7478 -4.3293
31 F -21.3458 37.0572 -10.2466
32 F -10.6347 35.8824 -4.4971
33 F -8.0535 38.2936 -4.1089
34 F -15.6447 29.2722 -18.9400
35 F -13.9514 22.4423 -3.1839
36 F -8.8101 36.3317 -2.7882
37 F -13.6230 20.6952 -6.2993
38 F -16.4764 30.8027 -20.8568
39 F -26.0277 23.8105 -10.6308
40 F -25.2923 22.4816 -12.5341
41 F -17.7575 30.7445 -18.7148
42 F -12.2590 22.3724 -5.0265
43 F -19.5829 35.5115 -10.9478
44 O -14.1688 30.0702 -10.7834
45 O -5.6795 29.9397 -22.7442
46 O -20.2858 36.5502 -19.1952
47 N -7.9449 30.2964 -20.5696
48 N -17.3206 15.6037 -11.8341
49 N -18.0518 38.6132 -18.2775
50 N -16.5036 28.3480 -11.7468
51 C -13.8261 14.0236 -11.4198
52 C -9.4984 30.6165 3.2614
53 C -17.3496 16.5334 -10.5936
54 C -11.9389 26.7323 2.1902
55 C -11.9892 26.1425 3.6579
56 C -9.8416 24.3119 0.5303
57 C -14.4270 25.2835 3.4289
58 C -7.6829 28.7934 -20.4850
59 C -9.9930 27.3804 -3.7683
60 C -17.0789 29.5399 -12.5254
61 C -9.3704 28.0062 -1.3488
62 C -9.2803 25.5201 1.3693
63 C -9.2847 32.1860 -21.7494
64 C -18.6068 29.7929 -12.6654
65 C -21.0649 35.3654 -19.1218
66 C -14.1431 29.5898 -12.0830
67 C -18.4756 39.3571 -15.7994
68 C -5.1591 30.0506 -24.0672
69 C -16.8655 25.7302 -11.3389
70 C -19.5345 38.7238 -18.6594
71 C -13.4329 26.0772 4.2577
72 C -10.5776 27.4817 -0.4708
73 C -8.9963 30.6563 -21.6392
74 C -20.4760 37.5891 -18.2656
75 C -10.1975 29.6377 2.2699
76 C -18.3031 14.4620 -11.6180
77 C -9.3342 22.5469 2.5482
78 C -19.6689 14.9957 -11.9995
79 C -19.3393 15.8819 -13.1689
80 C -9.1240 22.9604 0.9866
81 C -17.3626 39.9018 -18.5855
82 C -5.9784 31.1580 -22.1030
83 C -13.1542 13.2970 -10.1905
84 C -8.5317 30.7911 -19.2243
85 C -8.8055 27.8190 -20.0758
86 C -15.9214 15.0181 -12.1286
87 C -15.2186 14.4862 -10.9775
88 C -16.6867 28.6069 -10.2263
89 C -13.5124 31.3569 -10.7621
90 C -9.6767 28.5168 -2.7707
91 C -17.0970 37.4876 -20.5096
92 C -8.1707 31.1930 2.8587
93 C -17.9078 16.3801 -12.9954
94 C -17.2940 27.0601 -12.1330
95 C -17.4023 37.3633 -19.0034
96 C -6.5374 31.0168 -20.6781
97 C -14.9573 28.2304 -12.0420
98 C -17.8569 38.3102 -16.7595
99 C -9.4338 28.2347 2.2348
100 H -17.1337 27.0332 -13.2108
101 H -18.2550 14.2110 -10.5584
102 H -17.8902 17.4657 -12.8990
103 H -8.3598 28.2328 2.0488
104 H -13.9677 13.3766 -12.2855
105 H -12.1022 13.1508 -10.4356
106 H -17.9836 13.5730 -12.1618
107 H -12.5481 27.6327 2.1106
108 H -6.6563 31.7411 -22.7264
109 H -8.7827 28.7678 -0.8363
110 H -8.6116 31.8781 -19.2339
111 H -13.1375 29.3326 -12.4160
112 H -16.3189 38.2381 -20.6492
113 H -15.7524 13.6225 -10.5808
114 H -13.7162 27.1207 4.3955
115 H -18.2472 40.4034 -16.0022
116 H -6.7496 32.0098 -20.2818
117 H -19.4700 15.3668 -14.1206
118 H -8.8731 29.1893 -3.0705
119 H -12.4575 31.2907 -11.0282
120 H -9.7402 32.6029 -20.8511
121 H -19.8570 39.7287 -18.3868
122 H -10.2620 30.0675 1.2703
123 H -9.7456 27.7667 -20.6249
124 H -4.9394 28.9935 -24.2167
125 H -10.5324 29.1899 -2.7173
126 H -7.6704 31.7292 3.6651
127 H -8.2385 31.9400 2.0678
128 H -20.2631 37.2453 -17.2534
129 H -9.6109 22.2720 0.2959
130 H -5.9100 30.6306 -19.8749
131 H -8.0526 22.9543 0.7862
132 H -20.2732 15.5420 -11.2752
133 H -8.5942 30.2135 -22.5505
134 H -15.1619 15.2180 -10.1717
135 H -13.5203 12.3208 -9.8724
136 H -14.6330 27.6603 -11.1715
137 H -18.2863 37.3309 -16.5479
138 H -17.2491 16.0511 -9.6213
139 H -7.6147 30.3346 2.4819
140 H -21.4931 37.9559 -18.4040
141 H -18.9863 29.0890 -13.4060
142 H -15.4476 25.3462 3.8063
143 H -20.3551 14.2357 -12.3733
144 H -18.2626 17.1274 -10.6371
145 H -11.2277 29.5230 2.6071
146 H -16.3397 39.8568 -18.2116
147 H -10.8736 24.1708 0.8514
148 H -17.7626 28.7326 -10.1050
149 H -16.7241 29.4107 -13.5479
150 H -20.0692 16.6762 -13.3255
151 H -16.8074 38.1229 -16.5323
152 H -9.5173 28.0109 3.2983
153 H -19.0192 29.6932 -11.6614
154 H -19.0041 30.7764 -12.9165
155 H -16.0538 14.3710 -12.9957
156 H -16.4424 37.1203 -18.5477
157 H -7.2878 28.6174 -21.4855
158 H -17.2801 16.1431 -13.8544
159 H -8.6633 27.1792 -1.4135
160 H -16.1940 29.5304 -9.9225
161 H -14.0791 24.2565 3.3178
162 H -13.5588 31.8095 -9.7715
163 H -11.2419 26.6917 4.2306
164 H -21.1464 34.8624 -20.0854
165 H -19.5484 39.2026 -15.9146
166 H -5.0842 31.7768 -22.0277
167 H -13.0722 13.8600 -9.2608
168 H -13.2819 14.8902 -11.7951
169 H -11.0175 27.0434 -3.6108
170 H -15.8333 25.4473 -11.5457
171 H -9.5156 30.3248 -19.1738
172 H -18.0173 37.7159 -21.0472
173 H -18.0884 36.5413 -18.7995
174 H -11.6072 25.1228 3.6100
175 H -9.0260 21.5104 2.6851
176 H -19.3661 38.7942 -19.7340
177 H -16.5029 17.2145 -10.6792
178 H -17.3898 40.0294 -19.6676
179 H -9.1849 28.0595 -19.0827
180 H -9.9337 30.1485 -21.4122
181 H -8.4269 26.8020 -19.9731
182 H -16.7307 36.5392 -20.9026
183 H -12.4644 26.0006 1.5765
184 H -18.3432 27.3175 -11.9885
185 H -10.0269 27.7323 -4.7993
186 H -11.0698 26.6014 -0.8841
187 H -20.6339 34.6486 -18.4229
188 H -5.8746 30.4506 -24.7857
189 H -14.0392 32.1079 -11.3509
190 H -16.2906 27.7683 -9.6537
191 H -11.4110 28.1804 -0.3976
192 H -17.8001 40.7528 -18.0636
193 H -6.8812 28.5915 -19.7746
194 H -18.1844 39.0585 -14.7923
195 H -15.4451 15.8943 -12.5686
196 H -22.0387 35.4591 -18.6411
197 H -17.5479 24.9224 -11.6034
198 H -14.4172 25.6935 2.4190
199 H -10.0213 32.4498 -22.5083
200 H -9.9223 24.4454 -0.5484
201 H -10.3629 22.7393 2.8532
202 H -14.3995 30.3062 -12.8635
203 H -16.8266 25.8028 -10.2520
204 H -10.2335 31.3925 3.4748
205 H -13.4437 25.6327 5.2528
206 H -4.1790 30.5090 -24.1991
207 H -9.2500 30.2061 4.2402
208 H -15.0022 27.7041 -12.9955
209 H -8.3012 25.7340 0.9409
210 H -16.5756 30.4311 -12.1508
211 H -8.6638 23.1402 3.1700
212 H -9.3545 26.5126 -3.6030
213 H -9.0927 25.2788 2.4155
214 H -7.8811 30.6278 -18.3651
215 H -8.3552 32.7539 -21.7107

[2]
The following is a DFT calculation (ωB97M-V with the def2-TZVPD basis set) of a structure of composition C5H8O.

LUMO level ... 0.29 eV
Energy above the lowest of the compared OMol25 structures with the same formula, charge and spin ... 5.734 eV
Total charge ... 0
HOMO energy ... -7.7 eV

CARTESIAN COORDINATES (ANGSTROEM)
1 O -0.7854 2.3657 -0.8343
2 C 1.2281 1.1578 -0.1492
3 C -0.0853 1.5517 -0.3152
4 C 0.6631 -1.2739 0.2339
5 C -0.6108 -0.9218 -0.2793
6 C -1.3717 0.0744 0.3647
7 H 1.4688 -1.6449 -0.3867
8 H 0.8124 -1.2505 1.3129
9 H 1.6663 1.1525 0.8392
10 H -2.3162 0.3683 -0.0845
11 H -0.7240 -1.0410 -1.3533
12 H -0.4248 -2.1624 0.1414
13 H -1.3862 0.0828 1.4587
14 H 1.8657 1.5410 -0.9483

[3]
The following is a DFT calculation (ωB97M-V with the def2-TZVPD basis set) of the ion C5H9N2OS with charge +1.

LUMO level ... -4.17 eV
Energy above the lowest of the compared OMol25 structures with the same formula, charge and spin ... 3.450 eV
Total charge ... +1
HOMO energy ... -12.2 eV

CARTESIAN COORDINATES (ANGSTROEM)
1 S -1.4453 -1.1707 -0.6507
2 O -0.1990 -1.8327 0.3483
3 N 1.3977 1.1298 0.6730
4 N -1.4929 1.2547 0.2217
5 C -2.6861 0.7513 0.4474
6 C -0.5396 0.3618 -0.3096
7 C 0.7304 0.3017 -0.1261
8 C -2.8422 -0.5640 0.1737
9 C 1.6448 -0.5489 -0.8578
10 H -0.4129 -2.7188 0.6700
11 H 1.6866 -1.5639 -0.4275
12 H 2.4396 1.0538 0.7744
13 H 2.5347 -0.0835 -0.9648
14 H -1.2655 2.0880 0.6881
15 H 1.2115 1.8622 1.4421
16 H -3.4562 1.3958 0.8699
17 H 1.1923 -0.6096 -1.8219
18 H -3.7193 -1.1358 0.3834

[4]
The following is a DFT calculation (ωB97M-V with the def2-TZVPD basis set) of a cluster of 2 separate species, H3O2PS in total.

LUMO level (spin up / spin down) ... -1.33 / -0.49 eV
Energy above the lowest of the compared OMol25 structures with the same formula, charge and spin ... 4.883 eV
Total charge ... 0
HOMO energy (spin up / spin down) ... -7.4 / -8.9 eV

CARTESIAN COORDINATES (ANGSTROEM)
1 S -2.3802 -0.3994 -0.1928
2 P 1.1636 -0.9065 -0.0220
3 O -1.1224 0.1225 0.5640
4 O 1.9993 0.4688 0.0372
5 H 1.1999 -0.8397 1.3232
6 H 1.6201 1.0010 -0.6645
7 H -2.4805 0.5534 -1.0450

[5]
The following is a DFT calculation (ωB97M-V with the def2-TZVPD basis set) of a cluster of 15 separate species, C45H120O15 in total.

LUMO level ... 0.11 eV
Energy above the lowest of the compared OMol25 structures with the same formula, charge and spin ... 1.748 eV
Total charge ... 0
HOMO energy ... -9.3 eV

CARTESIAN COORDINATES (ANGSTROEM)
1 O -3.8178 -4.2829 3.5330
2 O 1.6935 0.1510 1.5807
3 O -0.2220 1.2823 3.6852
4 O -2.7064 2.4972 4.3407
5 O -2.5523 -0.5928 -4.9156
6 O -0.0571 5.8877 -1.9087
7 O -2.0703 -6.0714 1.7556
8 O 5.8883 -3.6863 2.1905
9 O -1.6768 4.0664 -3.4773
10 O -0.2344 6.5278 0.8947
11 O 4.6677 2.4022 -2.2274
12 O 0.4406 -6.6468 2.9019
13 O -0.8250 -2.8351 -4.7483
14 O 3.9845 1.2148 0.3938
15 O -4.5413 0.2104 -2.9915
16 C 4.6709 -2.9478 2.2269
17 C -1.8960 0.6095 -5.2350
18 C 1.1844 -4.7524 1.7095
19 C -2.8863 -6.1206 0.5748
20 C -3.2644 -3.0631 4.0510
21 C -3.3181 -0.6227 -1.0836
22 C 0.1394 -2.4453 -2.5822
23 C 3.2335 0.5926 -2.8063
24 C -0.2507 -1.1310 1.0809
25 C 1.4703 -6.2246 1.9960
26 C 4.5663 1.2683 -3.1232
27 C 4.9320 1.7428 1.3481
28 C 0.8291 4.4632 1.4878
29 C 0.6995 1.4342 4.7787
30 C 0.8761 -0.2861 0.5079
31 C 4.6734 3.2420 1.5135
32 C -1.7846 -3.2426 4.2654
33 C 1.7606 2.4427 4.3504
34 C 0.3255 0.9043 -0.2679
35 C 1.8926 6.9814 -2.6568
36 C -4.7785 -2.1322 -2.4974
37 C 1.2825 -7.0437 0.7048
38 C 4.3317 -2.4458 0.8093
39 C -2.6471 3.1035 -1.5478
40 C -4.5867 -0.7272 -1.9115
41 C -0.4662 5.2760 1.5563
42 C 5.7023 0.2871 -2.8467
43 C -0.9591 1.0331 -4.0798
44 C -3.1268 -4.7158 0.0731
45 C -1.1008 0.4612 -6.5329
46 C -0.5398 -4.7809 -3.3774
47 C -3.5902 -1.8983 3.1079
48 C -4.1939 -6.8237 0.9916
49 C -2.9663 2.0169 2.0051
50 C -3.9869 3.3710 -3.6460
51 C 0.0379 -3.4203 -3.7414
52 C 1.3386 0.0772 5.0798
53 C 0.9994 5.7705 -2.8878
54 C -4.3392 3.7644 3.2073
55 C -3.6738 2.3942 3.2800
56 C -0.8740 5.5753 2.9861
57 C 6.3302 1.5218 0.7911
58 C 1.7481 4.4609 -2.6081
59 C -2.9263 3.9936 -2.7516
60 C 4.9038 -1.7789 3.1678
61 H -4.2398 4.0616 -4.4610
62 H -4.8600 -6.1268 1.5022
63 H -3.6791 -4.7319 -0.8695
64 H -3.1696 -0.9657 3.4900
65 H -1.4484 0.9256 -3.1115
66 H -0.4403 -3.0762 -5.5971
67 H -3.4924 3.1740 -0.8612
68 H -1.7656 6.1888 3.0831
69 H 0.6234 -2.8964 -1.7039
70 H -1.2509 -3.3757 3.3182
71 H 3.1584 0.2244 -1.7818
72 H 1.2889 7.8867 -2.5684
73 H 0.9800 -4.1931 2.6251
74 H 1.0279 3.6417 -2.6225
75 H 2.1883 4.4983 -1.6117
76 H 1.0383 -3.5566 -4.1641
77 H 0.2804 -4.6815 1.1041
78 H -4.7738 -4.2275 3.6268
79 H 1.1421 4.3374 0.4533
80 H 1.9987 -0.2210 4.2667
81 H 1.6081 4.9200 2.0967
82 H -0.0417 0.4433 -4.0283
83 H -3.7015 4.4920 2.7061
84 H 2.3976 -6.5166 2.4882
85 H 4.0263 -1.1350 3.2424
86 H -3.1936 5.0171 -2.4660
87 H 1.2730 3.2989 3.8976
88 H 2.4440 6.9325 -1.7174
89 H 1.4219 -0.8989 -0.2234
90 H -0.6146 1.3876 -6.8474
91 H 2.4135 1.3085 -2.8953
92 H 6.4252 2.0396 -0.1607
93 H 0.1845 -1.7059 1.8996
94 H 5.2046 -1.9619 0.3660
95 H -3.5210 1.8319 1.0824
96 H -2.5570 -1.2555 -1.5478
97 H 4.6215 1.5792 -4.1677
98 H 4.7840 1.1967 2.2810
99 H 4.5811 3.7089 0.5314
100 H 2.4933 1.9947 3.6746
101 H 0.1172 1.7298 5.6506
102 H -1.7352 0.1110 -7.3468
103 H 3.8539 -3.5468 2.6417
104 H 0.5545 -0.6811 5.1601
105 H 3.7259 3.3931 2.0385
106 H -0.6414 -5.4390 -4.2373
107 H 5.7698 -0.3899 -3.7053
108 H -1.4688 -4.6538 -2.8199
109 H 2.0392 -4.2622 1.2320
110 H -3.4559 -1.0262 -0.0773
111 H 0.0072 6.3104 -0.0234
112 H -2.6700 1.3751 -5.3121
113 H -0.8476 -2.2602 -2.1532
114 H 5.6941 -1.1263 2.7879
115 H 1.7832 0.1182 6.0765
116 H -1.8812 2.0471 4.0898
117 H -2.9940 0.4158 -1.0598
118 H 0.2500 0.8523 2.9611
119 H 5.2001 -2.2201 4.1196
120 H 0.5513 5.7664 -3.8830
121 H -5.4675 -0.4857 -1.3122
122 H -1.9662 -1.3688 -4.8752
123 H 3.1053 -0.3006 -3.4208
124 H -2.5271 -5.5408 2.4264
125 H 5.3365 2.9945 -2.5893
126 H -1.4754 -4.0834 4.8890
127 H -0.0054 6.0179 3.4770
128 H -1.3586 -2.3647 4.7571
129 H 0.6081 3.4653 1.8841
130 H 4.2162 1.6773 -0.4362
131 H -5.7212 -2.2544 -3.0355
132 H -0.4126 -6.3579 2.5271
133 H -2.3681 -6.6856 -0.1993
134 H -2.1753 -4.2077 -0.1191
135 H 2.5725 7.1124 -3.5013
136 H -4.4453 1.6946 3.6211
137 H -4.6982 4.1323 4.1650
138 H 3.5104 -1.7305 0.7671
139 H -3.9404 -0.1704 -3.6554
140 H 6.4462 0.4507 0.5970
141 H 6.6569 0.7790 -2.6631
142 H 1.4982 -8.0977 0.8857
143 H -3.6109 2.4524 -4.0930
144 H 7.1010 1.7744 1.5193
145 H -4.0390 -2.4497 -3.2349
146 H -4.9379 3.2144 -3.1374
147 H 2.5584 4.3025 -3.3220
148 H -1.2694 4.7667 1.0049
149 H -4.6653 -1.8235 2.9613
150 H -5.2369 3.6318 2.5858
151 H -3.0531 -2.0992 2.1765
152 H -2.2242 2.7619 1.7002
153 H 0.7409 -1.5550 -2.7516
154 H -0.5952 -1.8277 0.3134
155 H 4.0728 -3.3282 0.2144
156 H 5.5013 -0.3843 -2.0098
157 H 5.4365 3.7505 2.1034
158 H -1.7854 3.5087 -1.0101
159 H -4.8214 -2.7960 -1.6271
160 H -1.0832 4.6239 3.4868
161 H -1.1087 -0.5250 1.3746
162 H -1.8741 4.4567 -4.3397
163 H -3.9768 -7.6421 1.6747
164 H 2.4697 0.5946 1.1887
165 H -0.1926 1.5978 0.3987
166 H 0.1406 -5.3067 -2.6962
167 H 2.3816 2.7492 5.1984
168 H 1.9623 -6.7576 -0.1055
169 H 1.1504 1.4798 -0.7031
170 H -0.2892 0.5799 -1.1101
171 H -2.4484 2.0761 -1.8417
172 H -3.7592 -2.8551 5.0092
173 H -0.7206 2.0901 -4.2289
174 H -0.2814 -0.2483 -6.3878
175 H -3.6376 -4.0714 0.7901
176 H 0.2528 -6.9135 0.3738
177 H 5.9297 -4.1632 1.3555
178 H -0.8101 5.3926 -2.2778
179 H -2.3907 1.1030 2.1886
180 H -4.7276 -7.2224 0.1254

These records have max |F| values of 3.6, 0.7, 6.3, 2.2, 2.0 eV/Å, in the order they appear.
These records have E values of -19732.79698, -270.34716, -778.50206, -891.70377, -2915.12475 hartree, in the order they appear.